The following is a quantum chemistry calculation of a structure of composition C7H16O6 at a distorted geometry, from the Open Molecules 2025 dataset.

Its spin multiplicity is 3. The HOMO energy (alpha / beta) comes out at -0.34778 / -0.34776 hartree. As for the orbital gap (alpha / beta): 7.79 / 7.79 eV. The value obtained for the relative energy (zero: lowest compared OMol25 entry of this formula, charge and spin) is 0.0 kJ/mol. The largest force on an atom comes out at 0.1289 Eh/bohr. Its total energy is -19794.6616 eV.

Geometry (Å):
O (-3.175, 1.980, 1.249)
O (-2.413, 2.931, 1.031)
H (3.092, 1.906, 1.021)
O (2.867, 1.067, 0.578)
H (2.389, -0.058, 1.035)
C (1.251, -0.180, 1.119)
C (1.233, -1.949, 1.640)
C (2.100, -2.042, 2.867)
O (-0.096, -2.204, 1.821)
O (0.769, 0.398, 2.109)
O (0.698, -0.277, -0.120)
C (0.359, 0.955, -0.749)
C (-0.448, 0.761, -2.005)
C (-1.886, 0.301, -1.823)
C (-2.657, 0.275, -3.140)
H (1.638, -2.418, 0.727)
H (3.153, -1.859, 2.634)
H (1.758, -1.275, 3.554)
H (1.997, -3.002, 3.368)
H (-0.528, -1.359, 2.089)
H (-0.183, 1.561, -0.032)
H (1.315, 1.464, -0.910)
H (-0.478, 1.755, -2.460)
H (0.091, 0.164, -2.734)
H (-1.907, -0.684, -1.346)
H (-2.345, 0.987, -1.107)
H (-3.701, 0.013, -2.949)
H (-2.642, 1.253, -3.631)
H (-2.253, -0.465, -3.837)